(1)
Computed, not measured: the molecule C13H26N2O4, with ωB97M-V/def2-TZVPD.

Geometry as XYZ:
```
45
Properties=species:S:1:pos:R:3:forces:R:3:nbo_charge:R:1
C -5.8833 -0.0573 -0.1992 -0.10 0.26 0.04 -0.613
C -5.7048 1.4363 0.0508 0.17 -0.02 -0.19 -0.392
C -4.2847 1.9460 -0.1994 -0.12 0.00 0.29 -0.406
C -3.2227 1.3345 0.7229 0.04 0.29 -0.15 -0.229
N -2.6715 0.0999 0.2138 -0.27 -0.31 0.03 -0.625
C -1.4358 0.0254 -0.3160 -0.25 -0.48 0.00 0.895
O -0.6171 0.9151 -0.3053 0.32 0.29 -0.10 -0.680
O -1.2351 -1.2061 -0.8432 -0.32 0.15 0.21 -0.527
C 0.0313 -1.4750 -1.4362 0.54 -0.03 -0.20 -0.082
C 1.1767 -1.6990 -0.4296 -0.16 0.03 0.15 -0.082
C 0.7070 -2.3741 0.8662 0.05 -0.15 -0.31 -0.396
C 0.1003 -3.7498 0.6221 0.04 0.23 0.12 -0.613
N 1.8442 -0.4512 -0.1345 -0.08 0.30 0.05 -0.646
C 3.1714 -0.2950 -0.3187 -0.29 0.04 0.14 0.894
O 3.9347 -1.1764 -0.6399 0.41 -0.25 -0.13 -0.677
O 3.5288 0.9843 -0.0833 -0.10 0.19 0.02 -0.526
C 4.9253 1.2889 -0.1941 0.58 0.02 -0.06 0.094
C 5.0331 2.7732 -0.5140 -0.22 -0.43 0.02 -0.617
C 5.6429 0.9268 1.1029 -0.31 -0.08 -0.32 -0.632
H -5.5014 -0.3306 -1.1808 0.04 -0.10 -0.11 0.203
H -6.9389 -0.3179 -0.1625 -0.04 -0.13 0.02 0.218
H -5.3722 -0.6463 0.5590 0.04 -0.16 0.07 0.190
H -6.3816 1.9862 -0.6070 -0.05 0.03 0.07 0.205
H -5.9908 1.6655 1.0798 -0.06 0.07 0.01 0.195
H -3.9994 1.7541 -1.2357 0.05 0.06 -0.05 0.204
H -4.2821 3.0274 -0.0529 0.03 0.05 -0.05 0.213
H -3.6448 1.1558 1.7166 0.06 0.07 0.00 0.192
H -2.3757 2.0174 0.8178 -0.13 -0.08 0.10 0.238
H -3.2837 -0.6868 0.0702 0.14 0.01 -0.03 0.406
H -0.1377 -2.3793 -2.0222 0.00 0.09 0.06 0.201
H 0.3038 -0.6511 -2.1047 -0.04 -0.17 0.04 0.206
H 1.9303 -2.3346 -0.9105 -0.17 0.07 0.02 0.239
H 1.5760 -2.4656 1.5198 -0.01 0.09 0.01 0.216
H -0.0195 -1.7293 1.3652 0.05 0.05 0.06 0.198
H -0.1394 -4.2259 1.5699 -0.05 -0.12 0.03 0.213
H 0.8033 -4.3842 0.0873 0.05 -0.14 -0.06 0.204
H -0.8129 -3.6699 0.0386 -0.12 -0.08 -0.07 0.205
H 1.2667 0.3661 0.0237 0.13 -0.09 -0.06 0.439
H 5.3381 0.6868 -1.0145 -0.10 0.15 0.17 0.198
H 4.6067 3.3563 0.2980 -0.02 0.12 0.09 0.208
H 6.0759 3.0483 -0.6433 0.11 0.05 0.00 0.211
H 4.4890 3.0010 -1.4266 -0.02 0.06 -0.10 0.216
H 6.6973 1.1767 1.0251 0.13 0.03 0.02 0.210
H 5.5469 -0.1399 1.2890 0.04 -0.07 0.05 0.227
H 5.2053 1.4733 1.9353 -0.01 0.09 0.10 0.206
```
Forces are in eV/Å.

Output
- E_LUMO: 0.74 eV
- Structure (SMILES): CCCCNC(=O)OC[C@H](CC)NC(=O)OC(C)C
- Total charge: 0
- Calculated total energy: -921.49443 hartree

(2)
Computed, not measured: a 2-piece molecular cluster, C13H26N5O7P2S overall in a non-equilibrium geometry, with ωB97M-V/def2-TZVPD.

Geometry as XYZ:
```
54
Properties=species:S:1:pos:R:3:forces:R:3:nbo_charge:R:1
C -2.7844 1.5893 0.4509 -0.03 0.22 0.30 -0.098
C -2.1478 0.7931 1.0805 -0.59 -0.99 -0.18 -0.105
C -1.7252 -0.4590 1.7509 -0.47 1.33 0.05 -0.286
N -1.0619 -1.3824 0.8415 0.49 0.86 2.00 -0.175
C 0.1354 -1.9446 1.0515 -0.02 -0.85 -1.70 0.604
N 0.9611 -1.7698 2.0691 0.00 0.82 1.00 -0.558
C 2.2319 -2.4449 2.2169 0.79 -0.90 -0.10 -0.600
P 3.3610 -2.2296 0.7540 -0.11 -0.81 -1.92 2.310
O 2.8956 -1.2140 -0.1860 -0.18 1.03 0.28 -1.101
O 3.3645 -3.6565 -0.0221 0.20 0.33 1.46 -0.962
O 4.8758 -2.0132 1.2165 -0.86 -0.18 0.16 -0.965
N 0.4024 -2.7613 0.0231 0.92 -0.45 0.43 -0.514
C -0.6008 -2.6808 -0.8237 0.27 -0.56 0.56 0.485
C -0.5473 -3.4499 -2.1057 0.20 0.13 -0.62 -0.481
C 0.0224 -2.5447 -3.2408 0.84 0.15 0.40 -0.399
C 0.8335 -3.3616 -4.2667 -1.03 0.45 -0.16 -0.501
S -0.3109 -4.2360 -5.4067 -0.03 -0.48 -0.07 -0.049
N -1.5435 -1.8502 -0.3339 -1.01 -1.53 -1.10 -0.455
P -3.1026 -1.4789 -1.1785 -2.06 2.85 -1.58 1.421
N -3.6181 -2.9210 -1.9742 1.15 -0.44 1.77 -1.156
O -4.2467 -1.2357 0.0141 1.76 -1.29 -0.07 -0.950
H -3.4224 2.3133 -0.0086 0.30 0.04 -0.09 0.258
H -1.0574 -0.1444 2.5623 0.26 -0.56 -0.31 0.249
H -2.5714 -0.9462 2.2519 0.02 0.16 -0.30 0.246
H 0.6957 -1.1257 2.7965 0.12 -0.03 -0.07 0.420
H 2.0580 -3.5234 2.3538 0.10 0.23 0.01 0.234
H 2.7578 -2.1131 3.1189 -0.34 0.18 -0.18 0.274
H 2.6639 -4.2226 0.3246 0.01 -0.14 -0.34 0.503
H 5.2288 -1.3600 0.5897 0.24 0.02 0.20 0.529
H -1.4749 -3.9487 -2.3880 0.11 0.29 -0.02 0.251
H 0.1969 -4.2421 -1.9595 -0.22 0.21 0.28 0.257
H 0.7259 -1.8405 -2.7638 -0.18 -0.14 -0.11 0.230
H -0.7473 -1.9348 -3.7271 0.05 -0.21 0.09 0.222
H 1.4457 -4.1149 -3.7598 -0.16 0.07 -0.16 0.224
H 1.4973 -2.7303 -4.8630 -0.18 0.03 0.21 0.234
H -1.4204 -3.4544 -5.3688 0.61 0.06 0.21 0.124
H -3.2507 -3.7401 -1.4833 -0.33 -0.23 -0.34 0.380
H -4.6360 -2.9832 -1.9224 0.06 0.20 -0.16 0.421
H -4.2220 -2.0181 0.5929 -0.67 0.18 0.17 0.478
C 1.8605 3.6475 1.0269 0.11 0.16 0.14 -0.639
C 0.4973 4.0143 0.4772 0.34 -0.32 -0.21 -0.072
O -0.2482 4.7899 1.4227 -0.21 -0.05 -0.07 -0.503
C 0.0735 6.0868 1.4778 0.01 0.01 0.17 0.980
O 0.9039 6.6372 0.8066 0.01 -0.01 -0.07 -0.638
O -0.6789 6.6583 2.4173 -0.04 -0.06 -0.07 -0.494
C -0.3908 8.0425 2.6351 -0.03 0.34 0.13 -0.258
H 1.7621 3.1614 1.9998 -0.05 -0.09 -0.06 0.200
H 2.3823 2.9750 0.3448 -0.04 -0.01 0.00 0.220
H 2.4756 4.5352 1.1724 -0.02 0.01 -0.10 0.233
H -0.0827 3.1086 0.2994 -0.19 0.11 0.16 0.180
H 0.5782 4.5396 -0.4748 0.02 0.16 0.12 0.202
H -0.4243 8.6032 1.7031 0.11 -0.09 -0.02 0.201
H 0.5835 8.1513 3.1098 0.04 0.01 -0.13 0.192
H -1.1540 8.4299 3.3048 -0.06 -0.22 0.01 0.199
```
Forces are in eV/Å.

Output
- E_LUMO: -3.09 eV
- Total charge: +1
- Calculated total energy: -2392.12867 hartree

(3)
Computed, not measured: C13H27AlBBrCl2CsKLiN2O15S as an isolated structure in a non-equilibrium geometry, with ωB97M-V/def2-TZVPD.

Geometry as XYZ:
```
66
Properties=species:S:1:pos:R:3:forces:R:3:mulliken_charge:R:1
C 0.1255 2.1783 0.4645 0.75 -1.17 0.46 -1.090
C 1.3451 1.0926 0.4867 -2.84 0.73 -2.70 -1.323
O 1.5921 0.7371 -0.8522 1.10 0.01 0.32 -0.222
B 2.9174 0.2435 -1.0651 -0.42 -1.19 0.19 0.564
O 3.3436 -0.8888 -0.3278 -0.60 1.24 -0.73 -0.287
N 3.7330 0.8693 -2.0603 -0.10 1.76 1.80 -0.229
C 5.0686 1.2489 -1.5661 0.45 0.31 -1.01 -0.669
O 5.1189 1.3002 -0.1430 -0.79 -1.12 -0.22 -0.286
N 6.1944 2.2228 0.2305 0.92 0.84 0.03 0.198
O 7.1239 1.6557 0.5923 -0.28 -0.04 0.16 -0.203
C 3.1393 2.0303 -2.7077 0.48 -1.38 -0.71 0.169
O 2.9294 1.9446 -3.8772 -1.75 -0.24 -0.43 -0.507
O 2.8871 3.1338 -2.0314 -0.17 -0.21 0.83 -0.149
H -0.8427 1.6227 0.2197 7.52 3.54 -2.36 0.552
H 0.2922 2.8596 -0.3660 0.34 0.33 0.34 0.278
H -0.0366 2.7275 1.4769 0.23 -0.28 -1.42 0.522
H 0.9302 0.1853 1.1082 0.42 1.08 -2.97 0.178
H 2.2582 1.4927 1.0519 -1.28 0.32 -3.94 0.529
H 3.0553 -1.6509 -0.8487 0.23 -0.33 0.31 0.294
H 5.8133 0.5953 -2.0202 0.09 -0.26 0.52 0.433
H 5.2823 2.2627 -1.9371 0.07 -0.13 -0.11 0.517
H 3.2558 3.0860 -1.1390 -0.04 0.20 0.17 0.335
Li 1.1949 3.4482 -4.1748 1.82 0.54 -0.34 0.786
O -2.8652 -2.1657 -3.2762 -0.50 0.40 0.03 -0.617
S -2.1495 -1.7748 -2.1124 1.13 -0.81 -0.28 1.243
O -2.6892 -0.7879 -1.2038 -0.25 0.28 0.32 -0.630
O -0.6795 -1.3400 -2.5243 -0.14 -0.08 0.33 -0.190
C -0.5199 -0.3069 -3.5170 0.13 0.65 -0.58 -0.603
C -0.8736 1.0479 -2.9438 -0.31 0.05 0.48 -0.285
C -1.7081 -3.1931 -1.1717 0.22 0.14 -0.02 -0.600
H -1.1091 -0.5294 -4.4074 -0.10 -0.20 0.13 0.437
H 0.5275 -0.3231 -3.8142 0.03 -0.27 0.18 0.299
H -1.9338 1.1014 -2.6938 -0.02 0.11 -0.19 0.425
H -0.6630 1.8553 -3.6418 -0.02 -0.05 -0.27 0.142
H -0.3105 1.2278 -2.0301 0.14 -0.03 -0.12 -0.248
H -1.2686 -3.9426 -1.8239 -0.08 -0.07 0.02 0.444
H -2.6259 -3.5909 -0.7134 0.92 -0.15 -0.52 0.056
H -1.0104 -2.8974 -0.3921 -0.06 -0.17 0.12 0.360
C 0.4816 3.7091 5.0149 -0.33 -0.13 0.17 -0.736
C -0.5784 3.5096 3.9068 0.45 0.19 0.91 0.674
O -1.5186 2.7410 4.1912 -0.02 -0.44 -1.04 -0.693
O -0.3485 4.1288 2.8302 -0.12 -0.66 -0.41 -0.659
H 0.2371 3.1365 5.9076 -0.10 -0.06 -0.07 0.296
H 1.4477 3.3763 4.6394 0.28 0.16 -0.03 0.082
H 0.5636 4.7567 5.2952 0.10 0.04 -0.19 0.259
Al -4.2709 -3.4689 0.4357 0.04 -1.03 1.09 0.504
C -1.0768 -6.6295 3.3418 -0.17 -0.31 0.22 -1.046
C -2.1171 -6.4359 2.2258 0.43 -0.45 1.03 -0.252
O -1.7192 -5.4049 1.4119 -1.54 1.31 -1.10 -0.651
H -0.9799 -5.7327 3.9577 -0.02 0.07 -0.10 0.231
H -1.3771 -7.4517 4.0020 0.03 0.02 -0.01 0.349
H -0.0962 -6.8784 2.9336 -0.02 0.07 -0.10 0.268
H -3.0883 -6.3210 2.7513 -0.02 0.39 -0.19 0.178
H -2.2293 -7.4321 1.7522 0.12 0.26 -0.47 0.228
C 2.1549 5.4996 2.1978 0.10 -0.53 -0.40 0.891
O 1.9030 5.8567 3.3373 0.10 0.29 0.05 -0.319
O 2.6686 4.3959 1.8738 -0.08 -0.12 0.16 -0.383
O 1.9592 6.2040 1.1824 -0.14 0.16 0.17 -0.288
Cs 1.9553 0.7480 2.8222 1.69 -0.83 9.20 1.156
C -8.4597 -3.3105 -1.4637 -0.07 0.05 -0.04 -0.148
Cl -8.1159 -4.9599 -0.9227 0.15 0.02 -0.03 -0.140
Cl -9.2890 -2.3754 -0.2162 0.06 0.05 -0.04 -0.130
H -7.5239 -2.8184 -1.7031 0.01 -0.01 0.04 0.134
H -9.0890 -3.3572 -2.3444 -0.06 -0.06 0.05 0.287
Br 3.7038 4.6982 -4.4878 -0.80 0.34 -0.23 -0.720
K -2.0396 1.0377 0.8790 -7.26 -3.13 3.52 1.004
```
Forces are in eV/Å.

Output
- E_LUMO: -7.24 eV
- Total charge: +1
- Calculated total energy: -6536.46060 hartree

(4)
Computed, not measured: C13H27Cl2IrP as an isolated structure in a non-equilibrium geometry, with ωB97M-V/def2-TZVPD.

Geometry as XYZ:
```
44
Properties=species:S:1:pos:R:3:forces:R:3:nbo_charge:R:1
Ir -0.9892 -0.3591 -0.1984 1.66 2.53 -2.85 1.000
Cl -0.0089 -1.0469 -2.2209 0.90 -0.37 -1.19 -0.385
Cl -2.0232 0.6671 1.6693 -0.77 0.92 1.64 -0.428
C -2.7919 -0.4097 -1.0804 -2.54 -2.50 0.45 -0.615
H -3.5079 0.2929 -0.6449 0.26 -0.18 -0.27 0.237
H -2.7827 -0.5333 -2.1695 0.01 0.19 0.42 0.227
C 0.0055 -1.4492 1.0326 3.27 -1.78 3.23 -0.362
C -2.4636 -1.6700 -0.2514 -4.11 0.15 -1.77 -0.426
H 0.8841 -1.0008 1.5401 -0.63 -0.23 -0.37 0.157
C -2.4130 -2.9773 -1.0364 0.31 -0.20 0.33 -0.416
H -3.0239 -1.7545 0.6852 0.20 0.04 -0.18 0.238
C -1.7407 -4.1262 -0.2750 -0.06 -0.04 -0.36 -0.390
H -3.4457 -3.2728 -1.2649 0.10 0.12 0.03 0.211
H -1.9034 -2.7980 -1.9902 -0.09 -0.11 0.16 0.214
C -0.3184 -3.8083 0.1804 -0.32 -0.31 0.46 -0.402
H -2.3604 -4.3892 0.5964 0.17 0.00 -0.15 0.192
H -1.7134 -5.0060 -0.9311 -0.10 0.08 0.10 0.207
C -0.2934 -2.8306 1.3916 0.70 -0.58 0.13 -0.529
H 0.1694 -4.7447 0.4915 -0.11 0.23 -0.13 0.208
H 0.2587 -3.3966 -0.6576 -0.06 -0.07 0.23 0.215
H -1.2471 -2.8225 1.9409 0.00 -0.45 -0.09 0.215
H 0.4954 -3.1683 2.0908 -0.42 0.02 -0.11 0.210
C 2.5355 1.0047 2.0061 0.29 0.04 0.33 -0.613
C 1.2215 1.6928 1.6491 -0.42 0.27 -0.11 -0.748
P 0.5299 1.3720 -0.0267 1.20 1.84 0.45 1.046
C -0.5109 2.8470 -0.3940 0.25 -0.01 -0.08 -0.735
C 0.1782 4.2045 -0.4533 -0.27 0.45 -0.23 -0.611
C 1.9501 1.2922 -1.1930 -0.24 -0.01 -0.21 -0.733
C 2.8670 2.5004 -1.3296 0.30 0.10 -0.15 -0.615
H 2.3545 0.0683 2.5450 0.11 0.14 -0.21 0.219
H 3.1032 1.6560 2.6852 -0.05 -0.23 -0.19 0.221
H 3.1693 0.7916 1.1395 -0.08 0.04 0.18 0.206
H 0.4230 1.3857 2.3421 0.22 0.18 -0.21 0.272
H 1.3117 2.7820 1.7384 0.06 -0.18 0.03 0.228
H -1.0168 2.6166 -1.3449 0.09 0.11 0.25 0.242
H -1.2873 2.8389 0.3848 0.25 -0.09 -0.21 0.265
H 0.6848 4.3607 -1.4124 -0.12 0.00 0.31 0.206
H -0.5862 4.9869 -0.3651 0.20 -0.07 -0.01 0.221
H 0.8955 4.3599 0.3577 -0.05 -0.04 -0.13 0.204
H 2.5296 0.4058 -0.9011 -0.22 0.08 -0.06 0.245
H 1.5004 1.0392 -2.1651 0.15 0.09 0.32 0.262
H 3.3733 2.7587 -0.3929 -0.15 0.01 -0.09 0.207
H 3.6460 2.2567 -2.0643 -0.10 0.09 0.18 0.221
H 2.3413 3.3831 -1.7037 0.18 -0.24 0.14 0.211
```
Forces are in eV/Å.

Output
- 2S+1: 6
- E_LUMO (alpha / beta): 0.61 / -2.74 eV
- Total charge: 0
- Calculated total energy: -1877.35936 hartree

(5)
Computed, not measured: C13H27Cl2O3PPd as an isolated structure in a non-equilibrium geometry, with ωB97M-V/def2-TZVPD.

Geometry as XYZ:
```
47
Properties=species:S:1:pos:R:3:forces:R:3:nbo_charge:R:1
Pd 0.2324 -0.2914 0.0918 2.25 -1.22 -0.21 0.853
Cl 0.1033 -2.4748 -0.7879 0.10 -0.01 0.41 -0.427
Cl 0.9587 1.9061 0.5728 0.40 -0.01 0.24 -0.542
C 2.6790 -0.3960 -1.9137 -0.94 0.60 -0.20 -0.381
H 3.1598 0.1424 -1.1117 0.21 -0.06 0.10 0.210
H 3.1367 -1.2922 -2.3366 -0.02 0.20 0.31 0.201
C -1.4180 0.4714 -0.7702 -3.60 0.65 0.84 -0.360
C 1.5191 0.0495 -2.4328 0.95 -0.16 0.05 -0.221
H -2.2793 0.4232 -0.0656 0.72 -0.07 -0.41 0.156
C 0.8998 -0.6793 -3.5824 -0.44 -0.34 -0.70 -0.472
H 1.0438 0.9792 -2.0958 0.41 -0.28 -0.04 0.218
C -0.3842 -0.0292 -4.1188 -0.08 -0.65 0.01 -0.389
H 1.6152 -0.7523 -4.4192 -0.03 0.07 0.36 0.216
H 0.6959 -1.7197 -3.2565 0.00 0.50 -0.28 0.235
C -1.5711 -0.2129 -3.1645 0.03 0.88 -0.06 -0.403
H -0.2058 1.0405 -4.3050 -0.10 -0.24 -0.05 0.196
H -0.6605 -0.4946 -5.0746 0.29 0.11 0.08 0.206
C -1.6551 0.9650 -2.1174 -0.20 -0.35 -0.39 -0.553
H -2.5043 -0.2178 -3.7521 0.28 -0.05 0.27 0.206
H -1.4949 -1.1717 -2.6146 -0.09 0.49 -0.42 0.224
H -0.9152 1.7747 -2.2591 -0.38 -0.19 -0.74 0.212
H -2.6825 1.3870 -2.1764 0.64 0.05 0.12 0.220
C -1.7481 -3.5457 4.5065 0.32 -0.07 -0.01 -0.629
C -2.1556 -2.4353 3.5706 0.15 0.78 0.16 -0.060
O -1.1978 -2.2809 2.4567 0.05 0.91 0.05 -0.808
P -0.5531 -0.8145 2.1767 -1.52 -0.54 2.05 1.880
O 0.3319 -0.6320 3.4986 0.08 0.17 0.33 -0.870
C 1.0778 0.3998 4.2242 0.07 -0.28 -0.45 -0.049
C 0.6588 0.4460 5.6832 0.15 0.04 0.24 -0.632
O -1.8791 0.0903 2.4480 0.99 0.15 0.04 -0.850
C -1.7712 1.4970 2.8458 -0.16 -0.59 -0.26 -0.082
C -3.1128 2.0827 2.4712 0.06 0.38 0.01 -0.624
H -1.6901 -4.5206 4.0131 0.01 0.17 0.07 0.219
H -2.4810 -3.5993 5.3219 0.10 -0.04 -0.19 0.216
H -0.7744 -3.2954 4.9512 -0.21 -0.22 -0.14 0.215
H -3.1645 -2.5710 3.1525 0.48 -0.03 -0.09 0.193
H -2.1621 -1.4984 4.1572 -0.10 -0.37 -0.38 0.183
H 2.1227 0.0727 4.1624 -0.20 0.23 -0.06 0.197
H 0.9912 1.3852 3.7443 -0.13 -0.42 -0.05 0.200
H 0.9503 -0.4766 6.2113 -0.25 0.28 -0.26 0.218
H 1.2212 1.2729 6.1536 -0.27 -0.28 -0.14 0.223
H -0.4168 0.6328 5.8347 0.39 -0.09 -0.18 0.212
H -1.5901 1.5379 3.9339 -0.07 -0.06 -0.38 0.172
H -0.9341 1.9764 2.3096 -0.38 -0.16 0.20 0.216
H -3.9237 1.4588 2.8785 0.28 0.30 -0.09 0.217
H -3.1712 3.0984 2.8891 -0.21 -0.23 -0.23 0.215
H -3.2101 2.1229 1.3739 0.00 0.05 0.45 0.222
```
Forces are in eV/Å.

Output
- 2S+1: 5
- E_LUMO (alpha / beta): 0.66 / -3.32 eV
- Total charge: 0
- Calculated total energy: -2126.73905 hartree